(1)
DFT (ωB97M-V with the def2-TZVPD basis set) results for C3H5O2P as an isolated structure in a non-equilibrium geometry.

Calculated values
gap between HOMO and LUMO: 9.888 eV
HOMO: -10.884 eV
E_LUMO: -1.0 eV
energy relative to the best compared isomer or geometry (same formula, charge and spin): 60.0 kcal per mole

Geometry as ORCA input:
```
! RIJCOSX wB97M-V def2-TZVPD def2/J DEFGRID3
* xyz 0 1
C 1.688 0.072 -0.645
C 0.781 0.155 0.125
C 0.220 0.501 1.431
O -2.197 0.277 -0.479
O -1.216 -1.973 -1.095
P -1.157 -0.493 -1.073
H 2.255 -0.222 -1.545
H 0.236 1.570 1.628
H 0.495 -0.019 2.360
H -0.878 0.189 1.335
H -0.226 -0.056 -2.043
*
```


(2)
DFT (ωB97M-V with the def2-TZVPD basis set) results for C30H35N4PbSb as an isolated structure.

Calculated values
gap between HOMO and LUMO: 6.241 eV
HOMO: -13.606 eV
E_LUMO: -7.4 eV

Geometry as ORCA input:
```
! RIJCOSX wB97M-V def2-TZVPD def2/J DEFGRID3
* xyz 2 1
Pb -0.003 -0.723 -0.357
C -2.735 -0.719 -2.667
C -2.751 -2.083 -2.039
C -3.804 -2.969 -2.230
C -3.768 -4.208 -1.618
C -2.667 -4.546 -0.841
C -1.647 -3.619 -0.682
N -1.704 -2.412 -1.267
Sb 0.050 -4.385 0.457
C 1.723 -3.578 -0.687
C 2.759 -4.482 -0.867
C 3.856 -4.107 -1.634
C 3.871 -2.852 -2.214
C 2.803 -1.990 -2.004
C 2.763 -0.613 -2.601
N 1.761 -2.356 -1.243
C 0.047 -2.993 2.138
C 0.099 -3.618 3.376
C 0.082 -2.843 4.528
C 0.011 -1.469 4.406
C -0.038 -0.895 3.142
C -0.102 0.594 2.964
N -0.018 -1.653 2.034
H -3.522 -0.620 -3.410
H -1.777 -0.537 -3.161
H -2.885 0.060 -1.914
H -4.637 -2.683 -2.857
H -4.582 -4.909 -1.751
H -2.600 -5.521 -0.376
H 2.709 -5.470 -0.427
H 4.682 -4.790 -1.782
H 4.701 -2.536 -2.831
H 3.566 -0.473 -3.320
H 2.870 0.151 -1.826
H 1.814 -0.446 -3.117
H 0.148 -4.697 3.439
H 0.122 -3.308 5.505
H -0.009 -0.834 5.281
H -0.237 1.093 3.921
H -0.935 0.871 2.311
H 0.823 0.967 2.513
C -3.126 1.715 0.527
C -2.649 3.052 -0.058
C -2.670 3.063 -1.594
C -1.321 3.512 0.488
C -1.304 4.573 1.353
C -0.094 5.083 1.834
C 1.151 4.582 1.437
C 1.236 3.522 0.576
C 2.602 3.078 0.118
C 3.049 1.728 0.699
C 2.722 3.128 -1.412
C -0.026 2.854 0.136
N -0.006 1.695 -0.398
H -4.136 1.508 0.170
H -3.160 1.747 1.618
H -2.479 0.894 0.221
H -3.370 3.802 0.277
H -1.981 2.326 -2.001
H -2.391 4.044 -1.984
H -3.680 2.843 -1.944
H -2.235 5.038 1.655
H -0.121 5.921 2.524
H 2.054 5.056 1.803
H 3.293 3.822 0.519
H 2.430 0.912 0.326
H 3.008 1.729 1.790
H 4.083 1.539 0.406
H 2.058 2.404 -1.881
H 3.751 2.910 -1.703
H 2.472 4.118 -1.795
*
```


(3)
DFT (ωB97M-V with the def2-TZVPD basis set) results for a 2-piece molecular cluster, C3H6N2O overall in a non-equilibrium geometry.

Calculated values
gap between HOMO and LUMO: 9.786 eV
HOMO: -8.965 eV
E_LUMO: 0.8 eV
energy relative to the best compared isomer or geometry (same formula, charge and spin): 36.7 kcal per mole

Geometry as ORCA input:
```
! RIJCOSX wB97M-V def2-TZVPD def2/J DEFGRID3
* xyz 0 1
C 0.094 -0.449 0.549
C -0.497 0.289 1.559
N -1.620 0.844 0.980
C -1.688 0.365 -0.326
N -0.655 -0.380 -0.577
H 1.163 -0.595 0.492
H -0.185 0.591 2.539
H -2.183 1.358 1.615
H -2.698 0.495 -0.686
O 3.299 -0.633 -1.677
H 2.407 -0.380 -1.485
H 3.305 -0.521 -2.611
*
```


(4)
DFT (ωB97M-V with the def2-TZVPD basis set) results for C14H21CoN as an isolated structure in a non-equilibrium geometry.

Calculated values
gap between HOMO and LUMO (spin up / spin down): 5.747 / 5.749 eV
HOMO (spin up / spin down): -20.738 / -20.752 eV
E_LUMO (spin up / spin down): -15.0 / -15.0 eV

Geometry as ORCA input:
```
! RIJCOSX wB97M-V def2-TZVPD def2/J DEFGRID3
* xyz 3 1
Co 1.051 0.824 -0.423
C 2.164 -1.400 0.947
C 0.792 -0.877 0.651
C 0.281 0.270 1.400
C 0.964 0.785 2.623
C -1.030 0.768 1.068
C -1.501 2.027 1.687
C -1.943 -0.067 0.354
C -3.339 0.337 0.149
C -1.508 -1.347 -0.119
C -2.490 -2.364 -0.505
C -0.108 -1.632 -0.173
C 0.367 -2.756 -1.004
H 2.128 -2.084 1.804
H 2.874 -0.613 1.221
H 2.577 -1.992 0.132
H 1.291 1.829 2.539
H 1.820 0.187 2.925
H 0.252 0.781 3.456
H -2.028 1.804 2.623
H -2.225 2.559 1.073
H -0.690 2.707 1.939
H -3.983 -0.037 0.957
H -3.761 -0.079 -0.765
H -3.477 1.414 0.143
H -2.777 -2.279 -1.564
H -3.422 -2.257 0.051
H -2.110 -3.381 -0.395
H 0.402 -3.686 -0.422
H 1.379 -2.613 -1.381
H -0.299 -2.946 -1.843
C 3.306 2.898 -3.515
C 2.565 2.256 -2.542
N 1.937 1.717 -1.724
H 2.659 3.317 -4.296
H 4.004 2.204 -4.000
H 3.879 3.723 -3.073
*
```